The following is a DFT calculation (ωB97M-V/def2-TZVPD) of 7 unconnected molecules or ions with the total composition CH16O7 in a non-equilibrium geometry.

Last columns: bonded neighbours and bond lengths (Å).
Cartesian coordinates (Å):
1 C -13.4186 -6.5134 9.8578  O2 1.421, H3 1.090, H4 1.090, H5 1.090
2 O -13.5503 -6.9056 11.2174  C1 1.421, H6 0.960
3 H -14.0289 -7.2074 9.2800  C1 1.090
4 H -13.8932 -5.5431 9.7113  C1 1.090
5 H -12.3343 -6.4589 9.7609  C1 1.090
6 H -12.9495 -7.6335 11.3927  O2 0.960
7 O -11.6264 -8.5789 11.9574  H8 0.957, H9 0.957
8 H -11.4575 -9.5110 12.0950  O7 0.957
9 H -10.7996 -8.2320 11.6225  O7 0.957
10 O -16.6054 -12.0914 12.8599  H11 0.957, H12 0.957
11 H -16.1169 -11.2702 12.8028  O10 0.957
12 H -15.9543 -12.7398 13.1280  O10 0.957
13 O -11.5049 -11.7138 12.2955  H14 0.957, H15 0.957
14 H -10.8104 -11.5377 12.9302  O13 0.957
15 H -11.5818 -12.6678 12.2824  O13 0.957
16 O -12.6049 -12.6002 9.6980  H17 0.957, H18 0.957
17 H -12.6999 -12.1524 8.8574  O16 0.957
18 H -12.4608 -11.8960 10.3302  O16 0.957
19 O -14.4581 -10.1307 12.4100  H20 0.957, H21 0.957
20 H -13.6632 -10.6539 12.5138  O19 0.957
21 H -14.1659 -9.3365 11.9627  O19 0.957
22 O -14.3828 -13.6133 13.4416  H23 0.957, H24 0.957
23 H -14.1031 -14.2669 14.0825  O22 0.957
24 H -13.6706 -13.5835 12.8027  O22 0.957

Molar mass in g/mol: 140.13
Orbital gap in eV: 9.40
Net charge: 0
Multiplicity: 1
Energy relative to the best compared isomer or geometry (same formula, charge and spin) in kcal per mole: 26.9
E_tot in eV: -15628.4500

***

The following is a DFT calculation (ωB97M-V/def2-TZVPD) of 7 unconnected molecules or ions with the total composition CH16O7 in a non-equilibrium geometry.

Last columns: bonded neighbours and bond lengths (Å).
Cartesian coordinates (Å):
1 O -18.2379 5.9851 1.4765  H2 1.038, H3 0.988, H4 0.997
2 H -18.7803 6.8691 1.5073  O1 1.038
3 H -18.7090 5.2058 1.8588  O1 0.988
4 H -17.3996 6.0661 2.0109  O1 0.997
5 C -20.0700 9.3010 1.8084  O6 1.394, H7 1.099, H8 1.104, H9 1.104
6 O -19.0820 8.3211 1.8867  C5 1.394
7 H -20.4830 9.4955 2.8085  C5 1.099
8 H -19.6345 10.2484 1.4466  C5 1.104
9 H -20.8553 9.0700 1.0671  C5 1.104
10 O -21.1449 6.2158 1.9476  H11 0.963, H12 0.972
11 H -21.3800 6.1584 1.0155  O10 0.963
12 H -20.8714 7.1400 2.0724  O10 0.972
13 O -15.6918 7.5583 0.7013  H14 0.962, H15 0.964
14 H -14.7789 7.4293 0.4256  O13 0.962
15 H -15.6332 7.9631 1.5741  O13 0.964
16 O -16.1033 5.4143 2.8101  H17 0.963, H18 0.965
17 H -15.8017 5.1311 3.6796  O16 0.963
18 H -15.7676 4.7422 2.2047  O16 0.965
19 O -18.0073 7.9856 -0.7711  H20 0.974, H21 0.968
20 H -18.5281 8.3744 -0.0451  O19 0.974
21 H -17.2010 7.6909 -0.3241  O19 0.968
22 O -19.6486 3.8975 2.3583  H23 0.962, H24 0.962
23 H -19.5419 3.2405 3.0526  O22 0.962
24 H -20.5507 3.7830 2.0437  O22 0.962

Molar mass in g/mol: 140.13
Orbital gap in eV: 7.22
Net charge: 0
Multiplicity: 1
Energy relative to the best compared isomer or geometry (same formula, charge and spin) in kcal per mole: 49.3
E_tot in eV: -15627.4804

***

The following is a DFT calculation (ωB97M-V/def2-TZVPD) of 8 unconnected molecules or ions with the total composition CH18O8 in a non-equilibrium geometry.

Last columns: bonded neighbours and bond lengths (Å).
Cartesian coordinates (Å):
1 O -1.0630 -0.0574 -0.6272  H2 1.010, H3 0.999, H4 0.993
2 H -1.7750 0.3216 -0.0192  O1 1.010
3 H -0.3940 0.6776 -0.7282  O1 0.999
4 H -0.6230 -0.8684 -0.2592  O1 0.993
5 C 1.4900 0.9546 -1.8442  O6 1.343, H7 1.062, H8 1.065, H9 1.014
6 O 0.9850 1.7536 -0.8902  C5 1.343
7 H 2.4190 1.2666 -2.2542  C5 1.062
8 H 0.7250 0.8286 -2.5742  C5 1.065
9 H 1.6480 0.0286 -1.4622  C5 1.014
10 O -2.6870 1.3866 0.8998  H11 0.980, H12 0.963
11 H -2.0980 2.1696 0.9198  O10 0.980
12 H -2.5700 0.8626 1.6998  O10 0.963
13 O -0.6440 3.6306 -1.7232  H14 0.957, H15 0.989
14 H -0.7430 3.3326 -2.6272  O13 0.957
15 H -0.0400 2.9116 -1.4142  O13 0.989
16 O -1.7620 -2.0564 1.3708  H17 0.945, H18 0.960
17 H -2.5460 -2.3864 1.7818  O16 0.945
18 H -1.2480 -2.7454 0.9428  O16 0.960
19 O 0.5040 -2.5794 -0.8182  H20 0.983, H21 0.927
20 H 1.2840 -2.2294 -1.3042  O19 0.983
21 H 0.9750 -2.5234 -0.0212  O19 0.927
22 O 1.9690 -2.0854 1.3758  H23 0.960, H24 0.944
23 H 1.2990 -1.4244 1.5638  O22 0.960
24 H 2.7210 -1.9464 1.9288  O22 0.944
25 O 0.5170 0.1536 1.7928  H26 0.955, H27 0.948
26 H 0.2840 0.1276 2.7188  O25 0.955
27 H 1.3730 0.4966 1.5718  O25 0.948

Molar mass in g/mol: 158.15
Orbital gap in eV: 7.26
Net charge: 0
Multiplicity: 1
Energy relative to the best compared isomer or geometry (same formula, charge and spin) in kcal per mole: 52.6
E_tot in eV: -17706.7985